1.
Below is 2 unconnected molecules or ions with the total composition C4H5NO, with properties calculated with ωB97M-V/def2-TZVPD.

Structure (XYZ):
```
11
Properties=species:S:1:pos:R:3:forces:R:3
C 0.12025 2.20960 0.21203 0.51 -0.18 0.41
N 0.91778 1.57991 0.84417 -0.40 0.17 -0.31
O 1.28144 0.45046 1.10241 -0.11 0.20 -0.09
H -0.16453 3.22221 -0.00368 0.01 -0.14 0.02
C -0.91809 0.51342 -0.70892 0.11 -0.55 0.06
C -0.37337 -0.51648 -0.32600 -0.20 0.39 -0.15
C 0.10109 -1.87146 -0.02641 0.01 -0.05 0.00
H -1.63409 1.09474 -1.25268 0.14 -0.07 0.09
H -0.11698 -2.13597 1.01218 0.03 0.07 -0.14
H -0.39469 -2.59719 -0.68088 0.06 0.12 0.09
H 1.18119 -1.94925 -0.17223 -0.15 0.04 0.01
```
Positions in Å, forces in eV/Å.

Computed properties:
ΔE to the lowest compared entry with this formula, charge and spin ... 130.78 kcal per mole
Spin multiplicity ... 1
Calculated total energy ... -285.2062 a.u.
LUMO level ... 0.70 eV

These are the Mulliken partial charges, in e, on atoms 1 to 6: -0.087 0.268 -0.561 0.355 -0.211 0.047

=====

2.
Below is a molecular structure, C4H5NO, with properties calculated with ωB97M-V/def2-TZVPD.

Structure (XYZ):
```
11
Properties=species:S:1:pos:R:3:forces:R:3
O 2.22086 -0.87913 -0.21549 -0.83 0.50 0.24
C 1.32881 -0.15384 0.00549 0.42 -0.69 -0.18
N -0.26984 -1.22570 -0.21134 -0.29 0.09 -0.06
C -1.51443 -0.99703 -0.35965 0.33 0.09 0.03
C -0.29698 1.63798 0.25631 0.41 0.13 0.16
C 0.98782 1.16894 0.37424 -0.32 -0.02 -0.03
H -0.00868 -2.21430 -0.24305 0.15 0.23 -0.01
H -1.81297 0.05161 -0.32294 0.02 -0.11 0.00
H -2.23838 -1.80838 -0.50562 0.28 0.08 0.05
H -0.28710 2.70955 0.53092 0.00 -0.18 -0.05
H 1.89091 1.71030 0.69113 -0.16 -0.11 -0.15
```
Positions in Å, forces in eV/Å.

Computed properties:
ΔE to the lowest compared entry with this formula, charge and spin ... 105.38 kcal per mole
Spin multiplicity ... 1
Calculated total energy ... -285.2466 a.u.
LUMO level ... 0.14 eV

These are the Mulliken partial charges, in e, on atoms 1 to 6: -0.418 0.643 -0.271 -0.138 -0.729 -0.318

=====

3.
Below is 2 unconnected molecules or ions with the total composition C4H5NO, with properties calculated with ωB97M-V/def2-TZVPD.

Structure (XYZ):
```
11
Properties=species:S:1:pos:R:3:forces:R:3
C -1.64682 -0.13337 0.05719 0.31 0.29 0.23
C -0.54194 0.73653 0.68119 0.16 -0.24 -1.03
C 0.66705 1.03840 0.25587 0.28 0.37 0.21
O 1.73211 1.48619 0.05704 -0.54 -0.62 -0.07
H -1.68945 -1.18733 0.35654 0.44 0.33 0.17
H -1.55153 -0.10911 -1.02488 -0.08 -0.07 -0.08
H -2.61522 0.29354 0.31998 0.11 0.09 -0.03
H -0.74864 1.66379 1.19322 -0.77 0.09 0.69
C 2.13290 -1.27279 -0.63228 -0.77 -0.55 -0.14
N 1.10092 -1.77427 -0.75167 1.03 0.43 0.08
H 3.07901 -0.78249 -0.51238 -0.16 -0.11 -0.03
```
Positions in Å, forces in eV/Å.

Computed properties:
ΔE to the lowest compared entry with this formula, charge and spin ... 49.39 kcal per mole
Spin multiplicity ... 1
Calculated total energy ... -285.3359 a.u.
LUMO level ... 0.78 eV

These are the Mulliken partial charges, in e, on atoms 1 to 6: -0.908 -0.477 0.633 -0.446 0.276 0.309

=====

4.
Below is C4H5NO in the gas phase, with properties calculated with ωB97M-V/def2-TZVPD.

Structure (XYZ):
```
11
Properties=species:S:1:pos:R:3:forces:R:3
C 1.75667 -0.14603 -0.58108 -0.19 -0.01 0.11
C 0.44386 -0.33411 0.08703 -1.52 1.49 -0.51
C -0.54554 -0.75986 0.79772 -1.76 1.72 -0.65
C -1.98396 0.30363 0.54701 1.82 -1.14 0.16
N -1.64691 1.20906 -0.25470 -0.63 0.08 0.19
O -0.49279 1.29478 -0.75428 1.08 -1.92 0.98
H 2.21639 0.77760 -0.21380 -0.10 -0.17 -0.02
H 2.47720 -0.96286 -0.45309 -0.38 0.01 0.18
H 1.57452 -0.01389 -1.65254 0.05 -0.06 0.19
H -0.81065 -1.54620 1.50280 0.59 0.18 -0.39
H -2.99572 0.20552 0.98556 1.03 -0.15 -0.24
```
Positions in Å, forces in eV/Å.

Computed properties:
ΔE to the lowest compared entry with this formula, charge and spin ... 111.53 kcal per mole
Spin multiplicity ... 1
Calculated total energy ... -285.2369 a.u.
LUMO level ... 0.63 eV

These are the Mulliken partial charges, in e, on atoms 1 to 6: -1.005 0.469 -0.509 -0.067 -0.080 -0.397

=====

Q: The highest calculated total energy belongs to which entry?
A: number 1

=====

Q: LUMO level of number 4 (C4H5NO)?
A: 0.63 eV